Record 1
Formula: C10H18BFN3O9
Source: the Open Molecules 2025 dataset
Level of theory: ωB97M-V/def2-TZVPD

Geometry (Å):
C (-1.703, -1.291, -1.682)
O (-0.527, -1.035, -0.844)
B (-0.745, -1.534, 0.487)
O (-0.797, -2.989, 0.662)
N (-0.934, -0.695, 1.732)
C (0.042, 0.420, 1.789)
N (-0.474, 1.672, 1.805)
N (1.444, 0.056, 1.838)
C (2.303, 1.061, 2.539)
C (3.449, 1.635, 1.537)
O (4.660, 1.565, 1.885)
F (3.163, 2.180, 0.248)
H (-2.586, -1.747, -1.083)
H (-2.009, -0.271, -2.136)
H (-1.508, -2.010, -2.552)
H (0.086, -3.184, 1.084)
H (-1.893, -0.282, 1.778)
H (-0.983, 1.949, 2.671)
H (-0.427, 2.363, 1.034)
H (1.519, -0.828, 2.388)
H (2.893, 0.481, 3.353)
H (1.741, 1.890, 3.091)
C (1.109, -4.509, -1.514)
C (0.447, -5.365, -2.550)
O (0.738, -6.684, -2.110)
C (0.977, -6.616, -0.771)
O (1.090, -7.569, -0.055)
O (1.070, -5.322, -0.351)
H (0.578, -3.570, -1.349)
H (2.153, -4.290, -1.757)
H (-0.639, -5.231, -2.572)
H (0.845, -5.192, -3.551)
C (-0.937, 6.032, 0.079)
C (-1.937, 6.200, -1.024)
O (-2.048, 4.886, -1.558)
C (-1.676, 4.024, -0.580)
O (-1.812, 2.829, -0.639)
O (-1.129, 4.681, 0.480)
H (-1.116, 6.714, 0.911)
H (0.093, 6.155, -0.267)
H (-2.917, 6.516, -0.656)
H (-1.601, 6.903, -1.787)

Its total charge is +1. The highest occupied orbital energy is -12.797 eV. The calculation puts the HOMO-LUMO gap at 7.63 eV. The total energy comes out at -1357.7732 hartree.

---

Record 2
Formula: C4H8O2
Source: the Open Molecules 2025 dataset
Level of theory: ωB97M-V/def2-TZVPD

Geometry (Å):
C (-2.295, -0.476, 0.528)
C (-1.072, -0.860, 0.190)
O (0.005, -0.671, 1.008)
C (1.214, -0.364, 0.347)
C (1.229, 1.055, -0.202)
O (0.314, 1.258, -1.256)
H (-3.138, -0.688, -0.121)
H (-2.467, 0.074, 1.448)
H (-0.856, -1.393, -0.741)
H (2.005, -0.483, 1.094)
H (1.405, -1.092, -0.464)
H (0.926, 1.739, 0.597)
H (2.258, 1.316, -0.499)
H (0.472, 0.585, -1.928)

For the energy above the lowest of the compared OMol25 structures with the same formula, charge and spin, the calculation gives 200.34 kJ/mol. Its total charge is 0. The highest occupied orbital energy is -8.806 eV. The calculation puts the HOMO-LUMO gap at 9.73 eV. The total energy comes out at -307.6361 hartree.

---

Record 3
Formula: C2H8NS
Source: the Open Molecules 2025 dataset
Level of theory: ωB97M-V/def2-TZVPD

Geometry (Å):
N (-0.559, 0.293, 1.367)
C (-0.618, -0.366, 0.016)
C (0.716, -0.413, -0.744)
S (0.826, 1.286, -1.434)
H (-1.460, 0.729, 1.569)
H (0.144, 1.044, 1.401)
H (-0.320, -0.364, 2.110)
H (-1.116, -1.345, 0.182)
H (-1.390, 0.054, -0.621)
H (0.708, -1.337, -1.309)
H (1.574, -0.489, -0.060)
H (1.494, 0.909, -2.478)

For the energy above the lowest of the compared OMol25 structures with the same formula, charge and spin, the calculation gives 48.61 kJ/mol. Its total charge is +1. The highest occupied orbital energy is -13.404 eV. The calculation puts the HOMO-LUMO gap at 9.45 eV. The total energy comes out at -533.6615 hartree.

---

Record 4
Formula: C5H8O2
Source: the Open Molecules 2025 dataset
Level of theory: ωB97M-V/def2-TZVPD

Geometry (Å):
C (-1.831, -0.409, -0.060)
C (-0.460, 0.235, -0.164)
O (-0.692, 1.614, -0.352)
C (0.516, -0.121, 0.961)
C (1.747, 0.028, 0.067)
C (0.747, -0.351, -1.047)
O (0.849, -1.006, -2.044)
H (-2.434, 0.192, 0.634)
H (-2.355, -0.445, -1.017)
H (-1.766, -1.420, 0.354)
H (0.149, 2.084, -0.404)
H (0.449, 0.396, 1.924)
H (0.371, -1.223, 0.910)
H (2.119, 1.050, -0.062)
H (2.593, -0.624, 0.300)

For the energy above the lowest of the compared OMol25 structures with the same formula, charge and spin, the calculation gives 156.76 kJ/mol. Its total charge is 0. The highest occupied orbital energy is -9.346 eV. The calculation puts the HOMO-LUMO gap at 10.11 eV. The total energy comes out at -345.7453 hartree.

---

Record 5
Formula: CH4ClNO
Source: the Open Molecules 2025 dataset
Level of theory: ωB97M-V/def2-TZVPD

Geometry (Å):
N (-0.323, -0.134, -0.641)
C (0.496, 0.279, 0.448)
O (-0.143, 0.404, 1.689)
Cl (1.943, -0.810, 0.577)
H (0.003, 0.197, -1.555)
H (-0.136, -1.185, -0.718)
H (0.938, 1.364, 0.073)
H (-0.436, -0.427, 1.989)

For the energy above the lowest of the compared OMol25 structures with the same formula, charge and spin, the calculation gives 103.81 kJ/mol. Its total charge is 0. The highest occupied orbital energy is -10.317 eV. The calculation puts the HOMO-LUMO gap at 11.15 eV. The total energy comes out at -630.6705 hartree.

---

Record 6
Formula: C4H5NO
Source: the Open Molecules 2025 dataset
Level of theory: ωB97M-V/def2-TZVPD

Geometry (Å):
C (1.058, -0.312, -0.470)
C (-0.168, -0.012, -0.024)
C (-1.498, -0.037, -0.695)
O (-0.160, 0.251, 1.349)
C (1.095, 0.554, 1.644)
N (2.083, 0.868, 2.165)
H (1.430, -0.072, -1.446)
H (1.648, -0.991, 0.143)
H (-2.251, 0.618, -0.252)
H (-1.881, -1.070, -0.663)
H (-1.356, 0.204, -1.751)

For the energy above the lowest of the compared OMol25 structures with the same formula, charge and spin, the calculation gives 281.62 kJ/mol. Its total charge is 0. The highest occupied orbital energy is -9.256 eV. The calculation puts the HOMO-LUMO gap at 9.89 eV. The total energy comes out at -285.3073 hartree.